The following is a quantum chemistry calculation of a 15-piece molecular cluster, C89H207N13O15 overall in a non-equilibrium geometry, from the Open Molecules 2025 dataset.

Each atom is followed by the atoms it is bonded to, with distances in Å.
Positions of all 324 atoms, in Å:
1 H 0.357 5.609 2.258  N117 1.010
2 H 8.297 1.875 -4.544  C179 1.090
3 C -4.204 -0.475 -7.525  C68 1.553, H159 1.090, H257 1.090, C307 1.573
4 C -4.076 -6.031 3.983  H17 1.090, H29 1.090, C282 1.578, H308 1.090
5 H -5.820 -3.146 1.650  C204 1.090
6 N -3.390 -5.986 1.674  H114 1.010, H234 1.010, C282 1.403
7 H 0.475 2.806 9.120  C83 1.090
8 C -2.906 0.800 -9.967  N63 1.494, C142 1.654, C185 1.543, C284 1.530
9 H -4.221 -6.200 -2.439  C233 1.090
10 H 4.157 2.414 5.445  O268 0.960
11 H -2.335 -5.205 -4.356  C318 1.090
12 C 4.380 6.400 4.107  C109 1.610, C197 1.577, H206 1.090, H290 1.090
13 C 7.384 3.243 -2.256  C72 1.529, H105 1.090, H162 1.090, C306 1.564
14 H -4.978 6.022 -4.722  C56 1.090
15 H 2.023 1.832 5.128  C27 1.090
16 C -5.328 1.759 -2.699  H26 1.090, H60 1.090, C146 1.497, H274 1.090
17 H -3.296 -6.687 4.369  C4 1.090
18 C 3.285 -4.347 0.616  H168 1.090, H276 1.090, C303 1.514, H312 1.090
19 H 7.100 0.425 1.616  C279 1.090
20 O -1.455 1.797 7.321  C163 1.395, C203 1.428
21 C 0.818 -4.211 -5.910  H92 1.090, H180 1.090, C222 1.561, O288 1.390
22 C 5.757 -3.611 3.488  C107 1.556, C143 1.558, C195 1.492, N223 1.523
23 H -2.300 0.350 -5.897  C176 1.090
24 H 2.974 3.434 0.893  C297 1.090
25 H 6.144 -2.043 4.986  C195 1.090
26 H -4.292 1.421 -2.672  C16 1.090
27 C 1.536 0.864 5.012  H15 1.090, C45 1.592, H160 1.090, H304 1.090
28 C 1.402 -3.927 -8.182  H91 1.090, H128 1.090, H150 1.090, O288 1.432
29 H -4.977 -6.625 3.831  C4 1.090
30 H -3.172 -1.160 -11.278  C142 1.090
31 C -5.473 4.091 -5.696  C56 1.498, C94 1.520, C126 1.617, N267 1.436
32 H 1.856 -4.228 7.771  C67 1.090
33 H 5.610 0.782 0.873  C279 1.090
34 H 7.432 5.182 3.106  C263 1.090
35 H -7.019 -3.532 -2.225  C76 1.090
36 H 2.637 -0.777 -1.034  O167 0.960
37 C 2.744 5.678 -2.811  H39 1.090, H238 1.090, O271 1.413, H300 1.090
38 H -4.752 5.175 -2.378  C226 1.090
39 H 2.459 4.638 -2.966  C37 1.090
40 H -2.265 3.489 6.422  C203 1.090
41 N -5.942 -1.604 3.809  O147 1.394, C155 1.432, C246 1.468
42 C -6.506 0.672 3.197  C79 1.508, H220 1.090, C246 1.501, H314 1.090
43 H -5.356 -1.615 -0.759  C277 1.090
44 H -4.284 3.518 -7.545  C126 1.090
45 C 2.060 -0.023 6.226  C27 1.592, N69 1.475, C215 1.544, H305 1.090
46 H -4.685 3.828 -1.319  C226 1.090
47 H -7.502 -3.776 1.731  C204 1.090
48 H -1.908 -3.865 2.355  C202 1.090
49 H -1.755 0.394 -0.295  C194 1.090
50 C -4.761 -2.924 -2.404  C76 1.547, N191 1.495, C216 1.466, C277 1.556
51 H -0.847 -3.446 -1.886  C77 1.090
52 H 0.917 -1.628 5.476  C215 1.090
53 H 8.973 -0.199 0.394  C253 1.090
54 H 7.362 -4.570 1.417  C70 1.090
55 O 3.501 -4.583 3.541  N223 1.386, H252 0.960
56 C -4.672 5.345 -5.519  H14 1.090, C31 1.498, H137 1.090, H240 1.090
57 H -5.374 -2.319 -4.362  C216 1.090
58 H 7.075 4.944 6.112  C320 1.090
59 N 6.539 0.872 -1.688  O95 1.450, C130 1.371, C306 1.520
60 H -5.795 1.727 -1.715  C16 1.090
61 H -3.156 -2.760 -0.121  O319 0.960
62 H -4.837 -2.857 4.393  O147 0.960
63 N -2.162 0.165 -8.838  C8 1.494, C68 1.527, O245 1.410
64 C 1.901 -3.289 -3.817  H90 1.090, H144 1.090, C222 1.494, H316 1.090
65 H -3.821 1.898 -5.550  O302 0.960
66 H 6.385 1.802 4.275  C256 1.090
67 C 2.298 -3.726 6.910  H32 1.090, H157 1.090, O217 1.431, H218 1.090
68 C -2.698 -0.772 -7.757  C3 1.553, N63 1.527, C176 1.511, C310 1.538
69 N 3.452 0.255 6.625  C45 1.475, H75 1.010, H153 1.010
70 C 6.921 -3.621 1.114  H54 1.090, C143 1.549, H280 1.090, C298 1.451
71 H -3.726 -1.921 -3.825  C216 1.090
72 C 8.423 3.095 -1.144  C13 1.529, H131 1.090, C212 1.526, H254 1.090
73 H 5.689 2.898 -4.380  C241 1.090
74 H 5.354 -2.876 -0.166  C298 1.090
75 H 3.988 -0.400 6.074  N69 1.010
76 C -5.977 -3.847 -2.160  H35 1.090, C50 1.547, H210 1.090, H224 1.090
77 C -1.265 -4.432 -1.679  H51 1.090, H84 1.090, H170 1.090, C286 1.578
78 H -2.911 -2.909 -7.408  C310 1.090
79 C -7.822 0.212 2.623  C42 1.508, C81 1.525, H192 1.090, H287 1.090
80 H -1.611 -0.256 -11.381  C142 1.090
81 C -7.588 -1.168 2.017  C79 1.525, C155 1.569, H169 1.090, H292 1.090
82 H 7.695 0.303 -4.028  C179 1.090
83 C 0.676 3.268 8.154  H7 1.090, H172 1.090, C174 1.485, H311 1.090
84 H -0.592 -5.206 -2.046  C77 1.090
85 H -1.967 -1.006 -1.272  C194 1.090
86 H 5.747 4.800 2.498  C263 1.090
87 H -3.122 2.503 2.623  C190 1.090
88 H 8.689 2.093 0.695  C212 1.090
89 C -1.415 -2.800 4.907  H96 1.090, H260 1.090, O270 1.459, H322 1.090
90 H 2.398 -3.473 -2.865  C64 1.090
91 H 1.878 -3.190 -8.829  C28 1.090
92 H 0.464 -5.189 -6.235  C21 1.090
93 H 5.714 -5.330 4.891  C107 1.090
94 C -6.953 4.371 -5.489  C31 1.520, H193 1.090, C265 1.510, H321 1.090
95 O 6.045 -0.413 -2.144  N59 1.450, H154 0.960
96 H -1.695 -2.005 5.598  C89 1.090
97 H 4.345 -6.595 2.254  C258 1.090
98 H 1.228 0.449 -2.321  C106 1.090
99 H -5.007 -1.148 -9.540  C307 1.090
100 H 8.293 4.279 5.139  C320 1.090
101 H -2.488 -0.874 1.502  N250 1.010
102 H -5.838 4.162 -7.924  C126 1.090
103 H 4.813 -3.045 5.377  C195 1.090
104 C -3.866 -3.894 -4.512  H141 1.090, H211 1.090, C216 1.524, C318 1.498
105 H 8.010 3.762 -2.982  C13 1.090
106 C 2.284 0.701 -2.420  H98 1.090, H152 1.090, O167 1.497, H296 1.090
107 C 6.419 -4.789 4.259  C22 1.556, H93 1.090, H132 1.090, H178 1.090
108 H 4.367 5.157 7.386  C269 1.090
109 C 4.084 5.290 5.234  C12 1.610, C118 1.516, N262 1.446, C269 1.548
110 H -4.245 -0.813 -2.049  C277 1.090
111 H 7.077 2.709 0.620  C212 1.090
112 H -0.885 4.759 9.599  N127 1.010
113 H -6.217 -0.634 6.361  C140 1.090
114 H -3.544 -5.466 0.822  N6 1.010
115 H -4.001 0.010 3.221  C196 1.090
116 H 7.688 -2.921 2.821  C143 1.090
117 N 0.338 5.399 1.270  H1 1.010, C285 1.400, H291 1.010
118 C 2.576 5.145 5.174  C109 1.516, H173 1.090, H247 1.090, H315 1.090
119 H 9.279 0.431 -1.275  C253 1.090
120 H -0.209 4.825 7.083  C174 1.090
121 H -6.865 5.663 -3.882  C265 1.090
122 H -4.914 0.650 -10.588  C185 1.090
123 H -1.335 2.665 2.712  C190 1.090
124 O -2.324 4.322 2.067  C190 1.445, H221 0.960
125 H -4.258 -4.383 2.592  C282 1.090
126 C -5.319 3.529 -7.204  C31 1.617, H44 1.090, H102 1.090, H275 1.090
127 N -1.409 4.335 8.847  H112 1.010, H158 1.010, C174 1.499
128 H 0.359 -4.114 -8.438  C28 1.090
129 H -0.776 3.024 5.764  C203 1.090
130 C 7.297 0.827 -0.547  N59 1.371, C212 1.642, C253 1.522, C279 1.559
131 H 9.345 2.654 -1.522  C72 1.090
132 H 7.195 -4.305 4.851  C107 1.090
133 H -7.830 -3.228 4.721  C219 1.090
134 H -0.440 -0.293 -1.324  C194 1.090
135 H 1.331 2.835 0.686  C297 1.090
136 H 0.615 5.567 -1.348  C251 1.090
137 H -4.591 5.941 -6.427  C56 1.090
138 H -8.681 -1.681 4.372  C219 1.090
139 H -2.680 -6.787 -2.565  C233 1.090
140 C -6.525 0.119 5.636  H113 1.090, H209 1.090, C246 1.574, H248 1.090
141 H -3.620 -3.682 -5.552  C104 1.090
142 C -2.694 -0.180 -11.282  C8 1.654, H30 1.090, H80 1.090, H261 1.090
143 C 6.664 -2.882 2.450  C22 1.558, C70 1.549, H116 1.090, H205 1.090
144 H 0.963 -2.901 -3.420  C64 1.090
145 H -0.909 -0.312 -6.534  C176 1.090
146 C -5.394 3.146 -3.259  C16 1.497, C181 1.550, C226 1.597, N267 1.562
147 O -5.591 -2.471 4.844  N41 1.394, H62 0.960
148 H -3.025 3.051 -9.737  C284 1.090
149 H 5.219 2.545 3.036  C256 1.090
150 H 1.942 -4.874 -8.217  C28 1.090
151 H -1.961 -1.327 -5.711  C176 1.090
152 H 2.674 1.615 -1.971  C106 1.090
153 H 3.699 0.005 7.572  N69 1.010
154 H 5.143 -0.463 -1.821  O95 0.960
155 C -7.088 -2.143 3.139  N41 1.432, C81 1.569, C204 1.570, C219 1.517
156 H 6.335 -0.797 0.488  C279 1.090
157 H 3.384 -3.779 6.832  C67 1.090
158 H -1.798 3.473 9.200  N127 1.010
159 H -4.617 -1.358 -7.037  C3 1.090
160 H 0.448 0.897 5.064  C27 1.090
161 H 6.789 2.575 2.727  C256 1.090
162 H 6.442 3.719 -1.984  C13 1.090
163 C -2.118 0.836 6.557  O20 1.395, H187 1.090, H244 1.090, H317 1.090
164 H -2.751 2.337 -11.320  C284 1.090
165 H 3.539 -1.351 1.702  C289 1.090
166 H 4.572 -6.490 0.507  C258 1.090
167 O 3.104 -0.366 -1.765  H36 0.960, C106 1.497
168 H 3.036 -3.285 0.630  C18 1.090
169 H -8.552 -1.530 1.660  C81 1.090
170 H -1.171 -4.413 -0.593  C77 1.090
171 H -2.961 -2.542 -9.111  C310 1.090
172 H 1.473 3.947 8.458  C83 1.090
173 H 2.263 4.677 4.241  C118 1.090
174 C -0.541 3.976 7.679  C83 1.485, H120 1.090, N127 1.499, C203 1.515
175 H 2.072 3.615 2.184  C297 1.090
176 C -1.974 -0.528 -6.453  H23 1.090, C68 1.511, H145 1.090, H151 1.090
177 H 2.317 5.758 0.899  C285 1.090
178 H 6.888 -5.511 3.590  C107 1.090
179 C 8.043 1.273 -3.672  H2 1.090, H82 1.090, C306 1.540, H313 1.090
180 H -0.022 -3.601 -5.578  C21 1.090
181 C -6.878 3.578 -3.154  C146 1.550, H200 1.090, H228 1.090, C265 1.511
182 H 1.292 -5.355 -4.047  C222 1.090
183 H 7.261 3.174 6.044  C320 1.090
184 H -1.492 2.430 -9.907  C284 1.090
185 C -4.413 0.833 -9.637  C8 1.543, H122 1.090, H201 1.090, C307 1.511
186 H -0.336 0.522 -8.891  O245 0.960
187 H -3.156 1.158 6.639  C163 1.090
188 H -9.042 -3.160 3.397  C219 1.090
189 H 8.412 -1.047 -0.950  C253 1.090
190 C -2.229 2.881 2.125  H87 1.090, H123 1.090, O124 1.445, H239 1.090
191 N -3.524 -3.502 -1.792  C50 1.495, C286 1.472, O319 1.419
192 H -8.063 0.935 1.844  C79 1.090
193 H -7.182 5.286 -6.035  C94 1.090
194 C -1.245 -0.512 -0.622  H49 1.090, H85 1.090, H134 1.090, C295 1.539
195 C 5.343 -2.621 4.525  C22 1.492, H25 1.090, H103 1.090, H231 1.090
196 C -4.394 0.246 4.210  H115 1.090, H213 1.090, C246 1.545, H323 1.090
197 C 5.908 6.452 3.722  C12 1.577, C263 1.521, H266 1.090, H309 1.090
198 C 6.104 3.963 4.401  C256 1.556, N262 1.459, C263 1.539, C320 1.578
199 H 1.515 4.130 -1.292  C251 1.090
200 H -7.154 3.774 -2.118  C181 1.090
201 H -4.856 1.763 -9.282  C185 1.090
202 C -2.142 -4.532 3.184  H48 1.090, H225 1.090, O270 1.515, C282 1.556
203 C -1.298 3.082 6.719  O20 1.428, H40 1.090, H129 1.090, C174 1.515
204 C -6.655 -3.399 2.303  H5 1.090, H47 1.090, C155 1.570, H272 1.090
205 H 6.351 -1.845 2.329  C143 1.090
206 H 4.252 7.387 4.553  C12 1.090
207 H -1.775 -3.674 -3.943  C318 1.090
208 H 2.913 -4.657 -6.027  N232 1.010
209 H -7.590 0.135 5.401  C140 1.090
210 H -6.098 -4.229 -1.146  C76 1.090
211 H -4.535 -4.754 -4.551  C104 1.090
212 C 7.861 2.266 0.006  C72 1.526, H88 1.090, H111 1.090, C130 1.642
213 H -4.234 1.316 4.338  C196 1.090
214 C 0.132 -0.939 1.458  H243 1.090, H264 1.090, O294 1.431, C295 1.481
215 C 1.914 -1.526 5.903  C45 1.544, H52 1.090, O217 1.449, H227 1.090
216 C -4.499 -2.689 -3.827  C50 1.466, H57 1.090, H71 1.090, C104 1.524
217 O 2.000 -2.339 7.100  C67 1.431, C215 1.449
218 H 1.954 -4.120 5.954  C67 1.090
219 C -8.284 -2.605 3.950  H133 1.090, H138 1.090, C155 1.517, H188 1.090
220 H -5.740 0.806 2.434  C42 1.090
221 H -1.449 4.698 1.955  O124 0.960
222 C 1.666 -4.517 -4.635  C21 1.561, C64 1.494, H182 1.090, N232 1.417
223 N 4.488 -4.016 2.750  C22 1.523, O55 1.386, C303 1.462
224 H -5.888 -4.725 -2.800  C76 1.090
225 H -1.336 -5.234 3.398  C202 1.090
226 C -4.501 4.115 -2.354  H38 1.090, H46 1.090, C146 1.597, H236 1.090
227 H 2.618 -1.938 5.180  C215 1.090
228 H -7.445 2.685 -3.417  C181 1.090
229 H 5.589 6.199 6.623  C269 1.090
230 H -0.660 -2.488 0.167  C295 1.090
231 H 4.834 -1.816 3.994  C195 1.090
232 N 2.911 -5.022 -5.085  H208 1.010, C222 1.417, H259 1.010
233 C -3.229 -6.012 -2.029  H9 1.090, H139 1.090, H273 1.090, C286 1.516
234 H -4.043 -6.756 1.682  N6 1.010
235 H -5.845 -1.023 -2.336  C277 1.090
236 H -3.459 4.063 -2.668  C226 1.090
237 H -8.355 5.053 -3.936  C265 1.090
238 H 3.653 5.618 -3.409  C37 1.090
239 H -2.120 2.553 1.092  C190 1.090
240 H -3.658 5.150 -5.171  C56 1.090
241 C 5.551 2.141 -3.608  H73 1.090, H249 1.090, H293 1.090, C306 1.622
242 H 2.730 0.109 2.209  C289 1.090
243 H 0.065 0.148 1.435  C214 1.090
244 H -1.880 0.901 5.495  C163 1.090
245 O -0.865 -0.187 -9.263  N63 1.410, H186 0.960
246 C -5.873 -0.203 4.240  N41 1.468, C42 1.501, C140 1.574, C196 1.545
247 H 2.119 6.130 5.269  C118 1.090
248 H -6.092 1.106 5.795  C140 1.090
249 H 5.218 1.322 -4.245  C241 1.090
250 N -2.170 -1.771 1.163  H101 1.010, H281 1.010, C295 1.475
251 C 1.529 5.155 -0.920  H136 1.090, H199 1.090, O271 1.428, C285 1.509
252 H 2.800 -3.927 3.570  O55 0.960
253 C 8.557 -0.026 -0.599  H53 1.090, H119 1.090, C130 1.522, H189 1.090
254 H 8.691 4.072 -0.742  C72 1.090
255 H 2.236 -1.350 2.788  C289 1.090
256 C 6.146 2.627 3.604  H66 1.090, H149 1.090, H161 1.090, C198 1.556
257 H -4.304 0.400 -6.882  C3 1.090
258 C 4.899 -6.086 1.465  H97 1.090, H166 1.090, H301 1.090, C303 1.611
259 H 3.596 -4.431 -4.635  N232 1.010
260 H -0.750 -2.412 4.135  C89 1.090
261 H -3.138 0.259 -12.175  C142 1.090
262 N 4.764 4.041 4.973  C109 1.446, C198 1.459, O268 1.344
263 C 6.378 5.053 3.350  H34 1.090, H86 1.090, C197 1.521, C198 1.539
264 H 0.103 -1.357 2.464  C214 1.090
265 C -7.333 4.696 -4.064  C94 1.510, H121 1.090, C181 1.511, H237 1.090
266 H 6.273 7.197 3.015  C197 1.090
267 N -4.949 3.141 -4.756  C31 1.436, C146 1.562, O302 1.404
268 O 4.527 3.145 5.947  H10 0.960, N262 1.344
269 C 4.548 5.877 6.588  H108 1.090, C109 1.548, H229 1.090, H324 1.090
270 O -2.495 -3.571 4.301  C89 1.459, C202 1.515
271 O 2.700 5.813 -1.405  C37 1.413, C251 1.428
272 H -6.271 -4.219 2.910  C204 1.090
273 H -3.354 -6.215 -0.965  C233 1.090
274 H -6.002 1.184 -3.334  C16 1.090
275 H -5.707 2.518 -7.323  C126 1.090
276 H 2.561 -4.893 1.220  C18 1.090
277 C -5.038 -1.518 -1.797  H43 1.090, C50 1.556, H110 1.090, H235 1.090
278 H 5.964 -4.384 -0.445  C298 1.090
279 C 6.546 0.252 0.693  H19 1.090, H33 1.090, C130 1.559, H156 1.090
280 H 7.654 -3.174 0.442  C70 1.090
281 H -2.061 -2.448 1.905  N250 1.010
282 C -3.515 -5.154 2.797  C4 1.578, N6 1.403, H125 1.090, C202 1.556
283 H -1.450 -2.514 -8.130  C310 1.090
284 C -2.507 2.248 -10.261  C8 1.530, H148 1.090, H164 1.090, H184 1.090
285 C 1.519 5.084 0.588  N117 1.400, H177 1.090, C251 1.509, C297 1.580
286 C -2.705 -4.615 -2.297  C77 1.578, N191 1.472, C233 1.516, C318 1.513
287 H -8.582 0.286 3.401  C79 1.090
288 O 1.652 -3.569 -6.819  C21 1.390, C28 1.432
289 C 2.555 -0.904 1.846  H165 1.090, H242 1.090, H255 1.090, O294 1.446
290 H 3.703 6.550 3.266  C12 1.090
291 H 0.136 6.305 0.871  N117 1.010
292 H -7.042 -1.110 1.075  C81 1.090
293 H 4.818 2.475 -2.873  C241 1.090
294 O 1.448 -1.231 0.975  C214 1.431, C289 1.446
295 C -0.876 -1.478 0.517  C194 1.539, C214 1.481, H230 1.090, N250 1.475
296 H 2.565 0.702 -3.473  C106 1.090
297 C 1.926 3.647 1.104  H24 1.090, H135 1.090, H175 1.090, C285 1.580
298 C 5.667 -3.756 0.395  C70 1.451, H74 1.090, H278 1.090, C303 1.644
299 H -6.080 -0.172 -8.592  C307 1.090
300 H 2.103 6.375 -3.351  C37 1.090
301 H 5.956 -6.236 1.682  C258 1.090
302 O -3.655 2.637 -4.959  H65 0.960, N267 1.404
303 C 4.584 -4.508 1.377  C18 1.514, N223 1.462, C258 1.611, C298 1.644
304 H 1.736 0.514 3.999  C27 1.090
305 H 1.483 0.234 7.114  C45 1.090
306 C 6.920 1.848 -2.789  C13 1.564, N59 1.520, C179 1.540, C241 1.622
307 C -5.030 -0.302 -8.853  C3 1.573, H99 1.090, C185 1.511, H299 1.090
308 H -4.451 -5.441 4.819  C4 1.090
309 H 6.417 6.886 4.582  C197 1.090
310 C -2.505 -2.241 -8.168  C68 1.538, H78 1.090, H171 1.090, H283 1.090
311 H 1.070 2.485 7.507  C83 1.090
312 H 3.265 -4.726 -0.405  C18 1.090
313 H 8.982 1.158 -3.130  C179 1.090
314 H -6.528 1.713 3.517  C42 1.090
315 H 2.221 4.377 5.862  C118 1.090
316 H 2.530 -2.460 -4.145  C64 1.090
317 H -2.085 -0.197 6.901  C163 1.090
318 C -2.632 -4.328 -3.781  H11 1.090, C104 1.498, H207 1.090, C286 1.513
319 O -3.647 -3.543 -0.379  H61 0.960, N191 1.419
320 C 7.267 4.093 5.459  H58 1.090, H100 1.090, H183 1.090, C198 1.578
321 H -7.581 3.574 -5.887  C94 1.090
322 H -0.753 -3.310 5.607  C89 1.090
323 H -3.859 -0.266 5.010  C196 1.090
324 H 3.994 6.793 6.794  C269 1.090

Values from the calculation:
Kohn-Sham gap = 8.28 eV
HOMO = -8.00 eV